Run one
Computed, not measured: an isolated ion of composition C3H8N3 and charge +1, with the ωB97M-V functional and the def2-TZVPD basis.

Last column: Löwdin charge in e.
Atoms and positions in Å:
1 C -0.49819 -1.35884 1.91982  0.03
2 C 0.33428 1.00599 0.37461  0.01
3 C -0.39116 -0.53525 -1.43091  -0.03
4 N -0.95469 -1.00303 0.79590  -0.03
5 N -0.35510 -0.24173 -0.04500  -0.18
6 N 0.97296 1.77100 -0.46947  0.18
7 H -1.15180 -1.99355 2.61191  0.12
8 H 0.65392 -1.22960 2.18744  0.13
9 H 0.28605 1.09905 1.38661  0.11
10 H -0.74615 0.30097 -2.14620  0.14
11 H 0.66331 -0.72821 -1.77146  0.12
12 H -0.98920 -1.31893 -1.67313  0.06
13 H 1.08687 2.80021 -0.27397  0.18
14 H 1.08890 1.43192 -1.46614  0.15

Calculated values
Spin multiplicity: 1
E_LUMO: -4.60 eV
Net charge: +1
E_HOMO: -13.60 eV
Structure (SMILES): C=NN(C)C=[NH2+]



Run two
Computed, not measured: a 2-piece molecular cluster, C3H8N3 overall, with the ωB97M-V functional and the def2-TZVPD basis.

Last column: Löwdin charge in e.
Atoms and positions in Å:
1 C -2.58531 0.73122 -0.18539  -0.31
2 C 0.62571 0.07635 -1.25626  0.15
3 C 1.47220 -0.56159 0.89936  -0.02
4 N -2.72227 1.51566 -1.06919  0.23
5 N -2.11979 -0.15611 0.51547  0.13
6 N 0.44813 -0.27020 -0.05527  -0.03
7 H -3.01814 2.46741 -1.12900  0.10
8 H -0.22089 0.29659 -1.89071  0.11
9 H 1.62039 0.16541 -1.68150  0.13
10 H 2.33268 -1.04714 0.44067  0.11
11 H 1.82433 0.36728 1.35927  0.12
12 H 1.06223 -1.19247 1.68547  0.11
13 H -2.65339 -0.84672 1.01464  0.11
14 H -0.59012 -0.30940 0.29051  0.08

Calculated values
Spin multiplicity: 1
E_LUMO: -4.37 eV
Net charge: +1
E_HOMO: -14.84 eV



Result of the stability comparison: run one is the least stable of them.



Run one
Computed, not measured: CH3O2S as an isolated structure, with the ωB97M-V functional and the def2-TZVPD basis.

Last column: Löwdin charge in e.
Atoms and positions in Å:
1 S 1.28690 1.26768 1.18093  0.06
2 H 0.77764 1.00715 2.40010  -0.34
3 O -1.44333 -1.60215 -1.73771  -0.02
4 C -0.56257 -1.12973 -1.05811  -0.53
5 O -0.74274 -0.24127 -0.12027  -0.12
6 H 0.53493 -1.26827 -1.17768  0.12
7 H 0.16513 0.29070 0.36761  -0.17

Calculated values
Spin multiplicity: 1
E_LUMO: 4.19 eV
Net charge: -1
E_HOMO: -3.97 eV



Run two
Computed, not measured: CH3O2S as an isolated structure, with the ωB97M-V functional and the def2-TZVPD basis.

Last column: Löwdin charge in e.
Atoms and positions in Å:
1 S -1.06993 -1.13200 -1.57516  0.10
2 H -2.06048 -0.35541 -1.94402  -0.38
3 O 1.48395 1.04663 1.87559  -0.03
4 C 0.98905 0.46141 0.93148  -0.53
5 O -0.22297 0.01202 0.88564  -0.10
6 H 1.50468 0.30142 -0.03354  0.11
7 H -0.62430 -0.33407 -0.14000  -0.16

Calculated values
Spin multiplicity: 1
E_LUMO: 4.14 eV
Net charge: -1
E_HOMO: -4.01 eV



Result of the stability comparison: run one is the least stable of them.



Run one
Computed, not measured: a 2-piece molecular cluster, CH3O2S overall, with the ωB97M-V functional and the def2-TZVPD basis.

Last column: Löwdin charge in e.
Atoms and positions in Å:
1 C 0.07842 0.45110 -0.82711  -0.30
2 O 1.25457 2.70723 -0.25206  -0.52
3 O -0.84089 2.88565 -1.56174  -0.53
4 S -0.05542 2.15601 -0.54972  0.50
5 H -0.73294 -0.02978 -1.14106  -0.10
6 H 0.50418 0.00288 0.00780  -0.13
7 H 1.89806 -0.36936 1.72315  0.08

Calculated values
Spin multiplicity: 1
E_LUMO (spin up / spin down): 3.40 / 4.30 eV
Net charge: -1
E_HOMO (spin up / spin down): -2.16 / -3.28 eV



Run two
Computed, not measured: a 2-piece molecular cluster, CH3O2S overall, with the ωB97M-V functional and the def2-TZVPD basis.

Last column: Löwdin charge in e.
Atoms and positions in Å:
1 C 0.80537 -0.85364 0.13661  -0.34
2 O -0.84486 -0.35043 -1.60116  -0.45
3 O -1.72064 -0.41844 0.69939  -0.45
4 S -0.62004 -0.16273 -0.20660  0.43
5 H 1.08546 -0.34528 0.95538  -0.07
6 H 1.44084 -0.62056 -0.69716  -0.01
7 H -0.14612 2.75108 0.71354  -0.11

Calculated values
Spin multiplicity: 1
E_LUMO (spin up / spin down): 2.99 / 3.89 eV
Net charge: -1
E_HOMO (spin up / spin down): -2.36 / -4.35 eV



Result of the stability comparison: run one is the least stable of them.



Run one
Computed, not measured: C8H10N2O in the gas phase, with the ωB97M-V functional and the def2-TZVPD basis.

Last column: Löwdin charge in e.
Atoms and positions in Å:
1 C -0.94072 -1.73375 -1.03417  -0.04
2 C -0.90387 -0.62315 0.03727  -0.23
3 C -1.29991 -0.87967 1.30721  -0.09
4 C -1.19730 0.01632 2.37084  -0.09
5 C -0.53495 1.21355 2.16030  -0.08
6 C -0.23369 1.48530 0.84273  -0.07
7 C -0.35432 0.68241 -0.24850  -0.28
8 C 1.14817 0.92911 -2.01716  -0.22
9 H -1.12732 -1.26095 -2.03631  0.09
10 H -1.62722 -2.51641 -0.77089  0.06
11 H 0.06420 -2.17564 -1.17322  0.08
12 H -1.87319 -1.77191 1.51742  0.11
13 H -1.53997 -0.32306 3.36250  0.11
14 H -0.44356 1.92142 2.91798  0.08
15 H 0.28308 2.46006 0.70712  0.13
16 H 1.44795 1.22375 -2.99375  0.12
17 H 3.15041 0.42401 -1.81627  0.15
18 H 1.49670 -0.61224 -0.05528  0.10
19 N -0.03285 1.14160 -1.56238  0.11
20 N 2.22720 0.43606 -1.39923  -0.04
21 O 2.29116 -0.03681 -0.11621  0.00

Calculated values
Spin multiplicity: 1
E_LUMO: 0.75 eV
Net charge: 0
E_HOMO: -8.36 eV
Structure (SMILES): Cc1ccccc1/N=C\NO



Run two
Computed, not measured: C8H10N2O in the gas phase, with the ωB97M-V functional and the def2-TZVPD basis.

Last column: Löwdin charge in e.
Atoms and positions in Å:
1 C 0.53793 1.87025 -0.49760  -0.19
2 C -3.24798 -0.13744 -0.69805  -0.06
3 C -1.99928 -0.76306 -0.47688  -0.03
4 C -3.34133 0.90270 0.20309  -0.10
5 C -1.42115 0.01277 0.50446  -0.38
6 C 1.50326 -0.24387 -1.12329  -0.06
7 C -0.10724 -0.17802 1.07814  -0.01
8 C 1.20669 0.64831 0.06953  -0.51
9 N 0.21974 2.92477 -0.82678  0.18
10 N 2.25305 1.09855 0.92361  0.03
11 O -2.17907 1.06841 0.88806  0.06
12 H -4.15286 -0.51719 -1.07163  0.09
13 H -1.52119 -1.63108 -0.89518  0.11
14 H -4.17190 1.52502 0.39940  0.11
15 H 2.15049 -1.10840 -0.87377  0.09
16 H 2.18508 0.33003 -1.75372  0.08
17 H 0.49459 -0.50186 -1.61210  0.11
18 H 0.02007 -1.29096 0.91808  0.12
19 H 0.11962 0.08364 2.13227  0.11
20 H 1.95986 2.01193 1.41389  0.13
21 H 2.67549 0.32848 1.54845  0.13

Calculated values
Spin multiplicity: 1
E_LUMO: 0.77 eV
Net charge: 0
E_HOMO: -8.11 eV
Structure (SMILES): C[C@@](N)(C#N)Cc1ccco1



Result of the stability comparison: run two is the least stable of them.



Run one
Computed, not measured: an isolated ion of composition C4H7N2 and charge +1, with the ωB97M-V functional and the def2-TZVPD basis.

Last column: Löwdin charge in e.
Atoms and positions in Å:
1 C 0.02900 -0.90769 0.05225  0.07
2 C -2.96133 0.21346 0.50470  0.11
3 C -1.10639 -0.82075 -0.59210  -0.11
4 C 2.00938 0.37956 -0.23028  -0.02
5 N -2.04232 0.05261 -0.35505  0.05
6 N 1.20235 -0.60115 0.37484  0.03
7 H -3.30488 -0.35166 1.30618  0.09
8 H -3.59142 1.03414 0.46043  0.08
9 H -1.37896 -1.42172 -1.47543  0.17
10 H 1.90711 1.38866 0.11497  0.11
11 H 3.00544 0.37452 0.08779  0.09
12 H 1.87407 0.15334 -1.28560  0.12
13 H 1.72111 -1.07858 1.18276  0.22

Calculated values
Spin multiplicity: 1
E_LUMO: -4.44 eV
Net charge: +1
E_HOMO: -14.04 eV
Structure (SMILES): C=NC=C=[NH+]C



Run two
Computed, not measured: an isolated ion of composition C4H7N2 and charge +1, with the ωB97M-V functional and the def2-TZVPD basis.

Last column: Löwdin charge in e.
Atoms and positions in Å:
1 C 0.23310 1.14284 -0.90520  -0.22
2 C -0.55833 1.33403 0.27356  0.19
3 C -0.13659 -1.26378 -0.18068  -0.19
4 C 0.36117 -0.28329 -1.18502  -0.08
5 N 1.20532 -1.18937 -0.73070  0.21
6 N -0.39533 -0.48851 1.04274  0.08
7 H 0.08284 1.72375 -1.80358  0.15
8 H 1.26954 1.33787 -0.80384  0.13
9 H -1.66939 1.29164 0.25763  0.09
10 H -0.68561 -2.18900 -0.15272  0.15
11 H 2.00018 -1.31756 -0.24497  0.11
12 H 0.24527 -0.37132 1.85804  0.16
13 H -1.32369 -0.87228 1.51729  0.20

Calculated values
Spin multiplicity: 1
E_LUMO (spin up / spin down): -6.02 / -4.91 eV
Net charge: +1
E_HOMO (spin up / spin down): -12.76 / -14.20 eV



Run three
Computed, not measured: an isolated ion of composition C4H7N2 and charge +1, with the ωB97M-V functional and the def2-TZVPD basis.

Last column: Löwdin charge in e.
Atoms and positions in Å:
1 C -2.19994 1.27615 -1.15198  0.33
2 C 1.17828 0.44994 -0.38306  0.11
3 C -0.43873 -0.33122 -0.56697  -0.11
4 C 0.43747 -0.06071 0.79260  -0.34
5 N -1.38178 0.48543 -0.94121  0.07
6 N 0.90427 -1.14221 1.48749  0.09
7 H -2.95270 1.95468 -1.44446  0.12
8 H 1.94962 -0.15022 -0.82894  0.11
9 H 1.14897 1.49871 -0.61621  0.11
10 H -0.39699 -1.31362 -1.00241  0.15
11 H -0.03886 0.68170 1.42859  0.16
12 H 0.35883 -1.51420 2.24859  0.11
13 H 1.43157 -1.83444 0.97798  0.11

Calculated values
Spin multiplicity: 1
E_LUMO: -4.38 eV
Net charge: +1
E_HOMO: -13.39 eV
Structure (SMILES): C#[N+][C@H]1C[C@@H]1N



Run four
Computed, not measured: an isolated ion of composition C4H7N2 and charge +1, with the ωB97M-V functional and the def2-TZVPD basis.

Last column: Löwdin charge in e.
Atoms and positions in Å:
1 C 1.66170 1.15695 0.61004  -0.02
2 C 0.64426 0.25265 -0.03819  -0.35
3 C -0.70048 0.16420 0.64168  0.04
4 N -1.59800 -0.68476 0.38194  0.14
5 C -1.87584 -1.49113 -0.54947  0.18
6 N 0.98143 -0.36134 -1.11860  0.23
7 H 1.90215 0.78499 1.61391  0.10
8 H 2.45893 1.26291 -0.12102  0.09
9 H 1.23508 2.17170 0.65204  0.10
10 H -0.90357 0.90076 1.41367  0.16
11 H -2.04142 -1.05967 -1.54814  0.14
12 H -1.76401 -2.57443 -0.51496  0.14
13 H -0.00024 -0.52282 -1.42291  0.05

Calculated values
Spin multiplicity: 1
E_LUMO: -6.76 eV
Net charge: +1
E_HOMO: -15.58 eV
Structure (SMILES): [H]/N=C(/C)C=[N+]=C



Result of the stability comparison: run two is the least stable of them.



Run one
Computed, not measured: an isolated ion of composition C4H7N2 and charge +1, with the ωB97M-V functional and the def2-TZVPD basis.

Last column: Löwdin charge in e.
Atoms and positions in Å:
1 C -0.41076 0.85819 0.05619  -0.13
2 C 1.36476 -0.34526 -1.04432  -0.03
3 C -2.18927 0.90697 0.59022  0.17
4 C 1.37608 -1.62675 -0.26251  -0.02
5 N 0.52358 0.54625 -0.68748  0.15
6 N -0.97221 1.72064 0.84545  0.07
7 H 1.95696 0.08518 -1.84817  0.15
8 H -2.78135 0.92812 -0.26642  0.08
9 H -2.38581 0.39102 1.47306  0.07
10 H 0.39352 -1.77328 0.11417  0.07
11 H 1.72897 -2.57308 -0.77656  0.12
12 H 2.12815 -1.77202 0.55583  0.12
13 H -0.73263 2.65402 1.25055  0.19

Calculated values
Spin multiplicity: 1
E_LUMO: -5.28 eV
Net charge: +1
E_HOMO: -14.33 eV
Structure (SMILES): C/C=N\C1=[NH+]C1



Run two
Computed, not measured: C4H7N2 as an isolated structure, with the ωB97M-V functional and the def2-TZVPD basis.

Last column: Löwdin charge in e.
Atoms and positions in Å:
1 C 2.00057 -0.17113 0.10133  0.03
2 C 0.89994 0.85477 -0.06518  -0.06
3 C -1.21572 -0.27787 -0.74985  -0.07
4 C -1.43472 -0.41763 0.67926  0.12
5 N 1.16402 -1.15278 0.10450  0.19
6 N 0.03002 -0.29556 -0.04046  -0.19
7 H 2.97859 -0.15772 0.43117  0.11
8 H 0.89283 1.45885 0.81335  0.13
9 H 0.79043 1.52650 -0.93605  0.15
10 H -1.48502 -1.08922 -1.26373  0.09
11 H -1.44583 0.77972 -1.18536  0.19
12 H -1.79097 0.47041 1.13309  0.12
13 H -1.38413 -1.52834 0.97791  0.18

Calculated values
Spin multiplicity: 1
E_LUMO: -4.07 eV
Net charge: +1
E_HOMO: -16.11 eV



Result of the stability comparison: run two is the least stable of them.